Entry 1:
Molecular formula: C35H30F3N3O4S3SbSn
Method: DFT, wB97M-V/def2-TZVPD

Results
Relative energy (zero: lowest compared OMol25 entry of this formula, charge and spin) ... 33.27 kJ/mol
Orbital gap ... 7.660 eV
Highest occupied orbital energy ... -16.15 eV
DFT total energy ... -3764.8699 a.u.

Geometry as ORCA input:
```
! wB97M-V def2-TZVPD RIJCOSX def2/J DEFGRID3
* xyz 3 1
Sn 0.102 1.532 -1.619
O 4.268 2.765 -2.159
C 3.185 2.224 -1.671
O 2.126 2.196 -2.302
C 3.348 1.651 -0.313
C 4.554 1.727 0.369
C 4.627 1.141 1.625
C 3.511 0.478 2.109
C 2.357 0.450 1.329
N 2.260 1.046 0.149
C 1.193 -0.367 1.809
O 1.292 -1.085 2.785
O 0.098 -0.334 1.077
H 4.110 3.109 -3.058
H 5.403 2.231 -0.069
H 5.541 1.182 2.201
H 3.518 -0.032 3.062
C 0.781 3.944 1.288
C 0.422 4.530 -0.040
N 0.011 3.841 -1.085
C -0.278 4.672 -2.162
C -0.073 5.987 -1.916
S 0.468 6.203 -0.315
C -0.752 4.058 -3.405
C -1.259 4.661 -4.504
S -1.666 3.490 -5.677
C -1.151 2.238 -4.654
N -0.697 2.677 -3.499
C -1.218 0.797 -5.045
H 0.394 2.928 1.364
H 0.354 4.537 2.095
H 1.863 3.927 1.434
H -0.213 6.825 -2.580
H -1.430 5.712 -4.679
H -0.659 0.616 -5.963
H -2.249 0.490 -5.224
H -0.803 0.169 -4.256
F -5.830 -1.300 -2.034
C -4.797 -1.350 -1.203
C -3.521 -1.430 -1.743
C -2.442 -1.490 -0.884
C -2.655 -1.463 0.499
C -3.950 -1.380 1.019
C -5.035 -1.318 0.158
Sb -1.146 -1.765 1.862
C -0.157 -3.535 1.533
C 0.634 -4.111 2.532
C 1.322 -5.276 2.257
C 1.207 -5.832 0.990
F 1.885 -6.938 0.724
C 0.413 -5.287 -0.003
C -0.285 -4.122 0.273
C -1.754 -0.949 3.638
C -1.693 -1.651 4.841
C -2.134 -1.038 6.000
C -2.616 0.257 5.921
F -3.031 0.847 7.033
C -2.690 0.965 4.732
C -2.259 0.350 3.569
H -3.402 -1.458 -2.818
H -1.441 -1.542 -1.297
H -4.129 -1.366 2.087
H -6.050 -1.252 0.526
H 0.719 -3.665 3.513
H 1.941 -5.760 3.000
H 0.331 -5.786 -0.959
H -0.933 -3.706 -0.486
H -1.307 -2.661 4.892
H -2.114 -1.547 6.954
H -3.094 1.968 4.733
H -2.326 0.882 2.627
C 1.808 -1.839 -3.659
S 1.081 -1.545 -2.029
C 2.382 -2.245 -0.992
H 1.905 -2.908 -3.835
H 2.782 -1.361 -3.737
H 1.139 -1.423 -4.410
H 3.321 -1.709 -1.128
H 2.521 -3.294 -1.246
H 2.064 -2.182 0.049
*
```

=====

Entry 2:
Molecular formula: C35H30F3N5O2PdS3Te
Method: DFT, wB97M-V/def2-TZVPD

Results
Relative energy (zero: lowest compared OMol25 entry of this formula, charge and spin) ... 8.71 kJ/mol
Orbital gap (spin up / spin down) ... 5.849 / 5.855 eV
Expectation value of S² ... 2.011
Highest occupied orbital energy (spin up / spin down) ... -6.60 / -6.60 eV
DFT total energy ... -3666.1266 a.u.

Geometry as ORCA input:
```
! wB97M-V def2-TZVPD RIJCOSX def2/J DEFGRID3
* xyz 0 3
Pd -0.029 0.165 -1.029
S -3.392 -1.899 5.020
C -3.710 -0.552 6.020
C -3.248 0.600 5.469
C -2.624 0.384 4.209
C -2.623 -0.923 3.822
C -2.054 -1.509 2.595
C -1.445 -0.676 1.637
N -0.887 -1.121 0.539
C -0.901 -2.443 0.264
C -1.488 -3.353 1.144
C -1.487 -4.755 0.824
C -0.937 -5.203 -0.320
C -0.331 -4.291 -1.253
C 0.229 -4.716 -2.468
C 0.803 -3.813 -3.331
C 0.799 -2.463 -2.926
N 0.269 -2.041 -1.806
C -0.302 -2.925 -0.964
C 1.401 -4.192 -4.624
C 1.874 -3.371 -5.607
C 2.377 -4.078 -6.735
C 2.279 -5.424 -6.590
S 1.577 -5.844 -5.090
C -2.065 -2.855 2.322
H -4.221 -0.689 6.963
H -3.343 1.570 5.938
H -2.192 1.181 3.617
H -1.401 0.397 1.782
H -1.945 -5.442 1.526
H -0.937 -6.260 -0.563
H 0.201 -5.773 -2.717
H 1.261 -1.704 -3.549
H 1.854 -2.290 -5.547
H 2.787 -3.598 -7.615
H 2.579 -6.199 -7.282
H -2.513 -3.553 3.023
C 4.440 -1.803 2.873
C 4.438 -2.068 1.362
C 3.716 -0.987 0.615
N 2.442 -0.906 0.509
N 2.019 0.230 -0.152
C 2.997 0.988 -0.568
N 2.821 2.151 -1.232
S 4.549 0.357 -0.132
H 4.951 -2.608 3.405
H 3.416 -1.737 3.240
H 4.948 -0.865 3.103
H 3.937 -3.012 1.150
H 5.461 -2.143 0.992
H 1.956 2.217 -1.760
H 3.626 2.570 -1.660
F 0.103 2.022 -5.549
C -0.044 0.748 -5.171
F 1.047 0.067 -5.603
F -1.101 0.243 -5.798
C -0.150 0.638 -3.632
O -1.205 0.196 -3.153
O 0.881 1.008 -3.006
C -1.689 7.149 3.432
C -1.566 5.962 2.510
C -0.466 5.802 1.678
C -0.367 4.747 0.774
C 0.878 4.640 -0.070
C -1.408 3.804 0.690
Te -1.481 2.389 -0.914
C -2.505 3.925 1.563
C -3.674 2.961 1.585
C -2.561 4.999 2.453
H -0.815 7.794 3.359
H -1.799 6.834 4.471
H -2.568 7.742 3.176
H 0.343 6.527 1.725
H 1.547 5.482 0.122
H 0.634 4.619 -1.133
H 1.414 3.718 0.162
H -3.445 2.028 1.075
H -4.544 3.398 1.084
H -3.969 2.748 2.615
H -3.423 5.084 3.111
*
```

=====

Entry 3:
Molecular formula: C35H30N11OS6Ti
Method: DFT, wB97M-V/def2-TZVPD

Results
Relative energy (zero: lowest compared OMol25 entry of this formula, charge and spin) ... 95.47 kJ/mol
Orbital gap (spin up / spin down) ... 5.382 / 5.381 eV
Highest occupied orbital energy (spin up / spin down) ... -4.05 / -4.06 eV
DFT total energy ... -5268.0319 a.u.

Geometry as ORCA input:
```
! wB97M-V def2-TZVPD RIJCOSX def2/J DEFGRID3
* xyz -1 1
Ti -0.645 0.355 -1.577
C -0.975 5.421 -5.253
S 0.327 4.249 -4.844
C -0.599 2.781 -4.397
S -2.222 2.825 -3.989
N 0.221 1.750 -4.425
N -0.141 0.626 -3.743
C 0.148 -0.482 -4.328
C 0.106 -1.731 -3.594
C 0.453 -2.937 -4.190
C 0.477 -4.081 -3.416
C 0.154 -3.993 -2.070
C -0.195 -2.761 -1.550
N -0.223 -1.656 -2.295
H -0.477 6.363 -5.482
H -1.651 5.550 -4.411
H -1.534 5.080 -6.122
H 0.468 -0.479 -5.365
H 0.710 -2.960 -5.240
H 0.752 -5.033 -3.853
H 0.173 -4.860 -1.426
H -0.471 -2.643 -0.510
S -2.873 0.002 -2.192
C -3.261 -1.010 -0.782
N -4.403 -1.638 -0.833
N -4.700 -2.364 0.335
C -4.086 -3.543 0.668
C -4.526 -4.258 1.794
C -3.921 -5.445 2.161
C -2.860 -5.964 1.425
C -2.431 -5.266 0.304
C -3.025 -4.074 -0.079
N -2.426 -1.048 0.277
N -1.299 -0.329 0.120
C -0.586 -0.270 1.352
C 0.217 0.826 1.659
C 0.872 0.906 2.879
C 0.747 -0.115 3.809
C -0.044 -1.216 3.503
C -0.714 -1.296 2.293
H -5.674 -2.295 0.575
H -5.341 -3.856 2.386
H -4.279 -5.971 3.038
H -2.383 -6.889 1.719
H -1.620 -5.664 -0.296
H -2.701 -3.553 -0.968
H 0.313 1.645 0.961
H 1.475 1.778 3.106
H 1.264 -0.054 4.758
H -0.152 -2.021 4.220
H -1.355 -2.136 2.062
N -2.113 7.060 0.554
C -0.914 6.588 0.103
O 0.070 7.293 0.028
C -0.876 5.133 -0.277
C 0.207 4.681 -1.009
C 0.254 3.354 -1.390
N -0.709 2.480 -1.069
C -1.753 2.914 -0.353
C -1.872 4.224 0.059
H -2.170 8.055 0.691
H -2.966 6.571 0.352
H 0.995 5.365 -1.288
H 1.064 2.965 -1.996
H -2.509 2.173 -0.127
H -2.730 4.499 0.656
S 4.563 2.716 2.981
C 3.990 1.712 1.792
S 3.136 2.274 0.383
C 2.840 0.622 -0.131
N 3.377 -0.245 0.656
N 4.031 0.361 1.707
C 4.583 -0.531 2.674
C 5.817 -0.279 3.256
C 6.326 -1.179 4.181
C 5.615 -2.322 4.515
C 4.389 -2.570 3.914
C 3.868 -1.678 2.991
S 1.989 0.206 -1.569
H 6.364 0.613 2.992
H 7.287 -0.982 4.638
H 6.017 -3.020 5.239
H 3.829 -3.462 4.165
H 2.917 -1.857 2.511
*
```

=====

Entry 4:
Molecular formula: C35H30N5NaO3S2Si
Method: DFT, wB97M-V/def2-TZVPD

Results
Relative energy (zero: lowest compared OMol25 entry of this formula, charge and spin) ... 7.24 kJ/mol
Orbital gap ... 4.047 eV
Highest occupied orbital energy ... -0.79 eV
DFT total energy ... -3099.6631 a.u.

Geometry as ORCA input:
```
! wB97M-V def2-TZVPD RIJCOSX def2/J DEFGRID3
* xyz -2 1
Na 1.999 -0.956 -0.558
O -1.705 -0.508 1.319
C -0.922 -1.383 0.877
O 0.332 -1.338 0.933
C -1.581 -2.617 0.246
C -2.783 -2.996 0.846
C -3.505 -4.112 0.454
C -3.014 -4.872 -0.603
C -1.839 -4.501 -1.227
C -1.076 -3.375 -0.842
S 0.361 -3.042 -1.789
H -3.146 -2.360 1.644
H -4.431 -4.378 0.955
H -3.548 -5.754 -0.945
H -1.462 -5.087 -2.058
C -10.147 3.390 3.150
O -8.970 4.015 3.608
C -7.797 3.667 2.988
C -6.646 4.278 3.474
C -5.418 3.987 2.909
C -5.307 3.079 1.855
C -6.467 2.478 1.380
C -7.707 2.766 1.934
C -4.022 2.736 1.244
N -3.874 2.236 0.044
C -2.521 2.021 -0.090
C -1.854 2.417 1.039
N -2.823 2.899 1.888
C -0.445 2.281 1.219
C 0.261 2.671 2.358
C 1.616 2.444 2.419
C 2.237 1.829 1.328
N 1.589 1.461 0.244
C 0.268 1.669 0.172
C -0.436 1.189 -1.024
N 0.290 0.531 -1.936
C -0.326 -0.002 -2.970
C -1.702 0.124 -3.191
C -2.456 0.820 -2.278
C -1.821 1.369 -1.160
H -10.957 3.779 3.763
H -10.096 2.303 3.267
H -10.345 3.625 2.100
H -6.736 4.983 4.290
H -4.535 4.491 3.283
H -6.379 1.768 0.568
H -8.584 2.274 1.541
H -2.713 3.043 2.875
H -0.257 3.129 3.194
H 2.195 2.716 3.291
H 3.301 1.610 1.334
H 0.285 -0.583 -3.649
H -2.153 -0.362 -4.046
H -3.528 0.925 -2.379
C 9.215 -2.474 -2.179
Si 7.884 -1.480 -1.257
C 8.317 0.320 -1.578
C 8.121 -1.911 0.556
C 6.232 -2.006 -1.945
C 6.138 -2.950 -2.958
C 4.900 -3.352 -3.447
C 3.774 -2.769 -2.888
N 3.821 -1.849 -1.930
C 5.017 -1.463 -1.434
S 5.031 -0.302 -0.147
H 10.206 -2.192 -1.810
H 9.194 -2.280 -3.256
H 9.099 -3.550 -2.029
H 9.340 0.526 -1.248
H 7.624 0.975 -1.053
H 8.253 0.541 -2.647
H 9.120 -1.615 0.894
H 8.018 -2.989 0.704
H 7.369 -1.407 1.161
H 7.041 -3.391 -3.373
H 4.804 -4.100 -4.224
H 2.776 -3.059 -3.205
*
```